# 1
Entry from the Open Molecules 2025 dataset: a 2-piece molecular cluster, C3H11N overall at a distorted geometry (ωB97M-V/def2-TZVPD).

Summary:
E: -4777.29920 eV
Kohn-Sham gap: 9.68 eV
E_LUMO: 1.0 eV
energy above the lowest of the compared OMol25 structures with the same formula, charge and spin: 211.92 kJ/mol

Positions of all 15 atoms, in Å:
C  -2.2988  -0.8029  1.4754
C  -3.6188  -0.3980  0.7036
H  -1.9498  -1.7614  1.0506
H  -2.8090  -1.0631  2.4031
H  -1.5750  -0.0332  1.4996
H  -3.9599  -1.1349  -0.0442
H  -4.4970  -0.3589  1.4254
H  -3.4749  0.5869  0.2888
C  3.0018  1.2066  -1.4128
N  4.1865  0.2159  -1.2785
H  3.2699  2.0597  -0.5573
H  2.1366  0.7290  -0.9889
H  2.6842  1.5525  -2.4927
H  4.5046  -0.6698  -1.7808
H  4.3995  -0.1284  -0.2915

# 2
Entry from the Open Molecules 2025 dataset: a 2-piece molecular cluster, C3H11N2 overall at a distorted geometry (ωB97M-V/def2-TZVPD).

Summary:
charge: +1
E: -6261.82339 eV
Kohn-Sham gap: 9.85 eV
E_LUMO: -3.3 eV
energy above the lowest of the compared OMol25 structures with the same formula, charge and spin: 169.64 kJ/mol

Positions of all 16 atoms, in Å:
C  0.6587  1.3399  1.5789
N  1.1865  1.4643  0.1454
H  0.9502  2.2073  2.1775
H  1.0554  0.4169  2.0548
H  -0.4120  1.2602  1.4762
H  1.6928  2.3317  -0.0189
H  1.6287  0.6060  -0.2028
H  0.3165  1.1660  -0.4003
C  -1.2970  -2.1185  -0.1684
C  -0.3461  -1.3837  -0.7862
N  -0.6555  -0.1331  -1.4238
H  -2.3481  -1.9156  -0.0233
H  -0.8903  -3.0092  0.3175
H  0.5449  -1.9466  -1.0306
H  -0.4390  -0.3460  -2.3967
H  -1.6457  0.0605  -1.2994

# 3
Entry from the Open Molecules 2025 dataset: a 2-piece molecular cluster, C3H11N2 overall at a distorted geometry (ωB97M-V/def2-TZVPD).

Summary:
charge: +2
E: -6248.37631 eV
Kohn-Sham gap (alpha / beta): 11.97 / 5.12 eV
⟨S²⟩: 0.7526
E_LUMO (alpha / beta): -7.3 / -14.2 eV
energy above the lowest of the compared OMol25 structures with the same formula, charge and spin: 200.21 kJ/mol
spin multiplicity: 2

Positions of all 16 atoms, in Å:
C  2.0714  -3.0050  -0.5914
C  1.4447  -1.6352  -1.0598
H  2.6817  -3.4886  -1.3497
H  2.7627  -2.5782  0.2145
H  1.2897  -3.6138  -0.1684
H  1.8866  -1.5407  -2.0814
H  1.5359  -0.6472  -0.6126
H  0.3619  -1.8513  -1.0786
N  -2.2176  1.9743  -0.0278
C  -0.9984  1.6397  0.2710
N  -0.5999  1.4586  1.5153
H  -2.8091  2.4704  0.6333
H  -2.6475  1.7797  -0.9220
H  -0.3874  1.2512  -0.5363
H  0.3238  1.0863  1.6656
H  -1.2865  1.2493  2.2286

# 4
Entry from the Open Molecules 2025 dataset: a 2-piece molecular cluster, C3H11N2 overall at a distorted geometry (ωB97M-V/def2-TZVPD).

Summary:
charge: +2
E: -6247.38025 eV
Kohn-Sham gap (alpha / beta): 10.96 / 7.25 eV
⟨S²⟩: 0.7581
E_LUMO (alpha / beta): -10.2 / -14.0 eV
energy above the lowest of the compared OMol25 structures with the same formula, charge and spin: 296.32 kJ/mol
spin multiplicity: 2

Positions of all 16 atoms, in Å:
C  -0.2452  1.1881  -2.9608
N  0.7005  0.6597  -2.3356
H  -0.4291  1.1351  -4.0518
H  -0.6442  2.1522  -2.6234
H  0.5009  -0.8769  0.0385
H  0.9097  -0.3121  -2.6431
C  -1.0640  0.1613  0.8819
N  -0.0014  -0.9427  0.9170
C  0.9644  -0.7824  2.0433
H  -0.9465  0.6893  1.8643
H  -2.1266  -0.0896  0.9756
H  -0.9620  0.8275  0.0197
H  -0.3853  -1.9002  0.9548
H  1.4486  -1.6846  2.4289
H  1.7711  -0.0852  1.7157
H  0.5092  -0.1395  2.7749

# 5
Entry from the Open Molecules 2025 dataset: a 2-piece molecular cluster, C3H11N2O overall at a distorted geometry (ωB97M-V/def2-TZVPD).

Summary:
E: -8314.10153 eV
Kohn-Sham gap (alpha / beta): 3.67 / 11.11 eV
⟨S²⟩: 0.7505
E_LUMO (alpha / beta): 0.7 / 0.5 eV
energy above the lowest of the compared OMol25 structures with the same formula, charge and spin: 89.85 kJ/mol
spin multiplicity: 2

Positions of all 17 atoms, in Å:
C  2.3749  -0.6455  -0.1979
N  2.1470  0.6770  0.4174
H  2.0193  0.6173  1.4577
H  1.2558  1.0883  0.0873
H  2.9490  1.2860  0.1141
H  2.9937  -1.2558  0.4733
H  1.4368  -1.1116  -0.4597
H  3.1447  -0.6469  -0.9699
C  -1.3142  -0.2959  -1.4598
C  -1.3190  0.0953  -0.0243
O  -0.5464  0.9374  0.4349
N  -2.0390  -0.6585  0.8475
H  -0.8597  -1.2727  -1.5704
H  -0.7465  0.4170  -2.0553
H  -2.1172  -0.2753  1.7745
H  -2.4711  -1.5535  0.6817
H  -2.2694  -0.3355  -1.9710

# 6
Entry from the Open Molecules 2025 dataset: a 2-piece molecular cluster, C3H11N2O overall at a distorted geometry (ωB97M-V/def2-TZVPD).

Summary:
E: -8311.82859 eV
Kohn-Sham gap (alpha / beta): 3.86 / 8.14 eV
⟨S²⟩: 0.7514
E_LUMO (alpha / beta): 0.8 / 0.5 eV
energy above the lowest of the compared OMol25 structures with the same formula, charge and spin: 309.16 kJ/mol
spin multiplicity: 2

Positions of all 17 atoms, in Å:
C  1.2878  0.5419  1.8670
C  0.4967  0.1242  0.4605
C  0.8611  0.4947  -0.8428
N  1.4449  1.7410  -1.0658
N  -0.8192  -0.6029  0.7061
H  1.9495  1.5292  1.8398
H  0.5117  0.6371  2.6640
H  1.8815  -0.3072  2.0943
H  0.6891  -0.0482  -1.7585
H  1.3968  2.3794  -0.2662
H  1.3713  2.2309  -2.0127
H  -0.7031  -1.3690  1.4591
H  -1.4025  0.0876  1.2609
H  -1.3365  -1.1478  0.0130
H  -2.6481  -2.7861  -1.0473
H  -2.8072  -1.5708  -1.8957
O  -2.3945  -1.8208  -1.0925

# 7
Entry from the Open Molecules 2025 dataset: a 2-piece molecular cluster, C3H11N2O overall (ωB97M-V/def2-TZVPD).

Summary:
charge: +1
E: -8309.20338 eV
Kohn-Sham gap: 9.85 eV
E_LUMO: -3.5 eV
energy above the lowest of the compared OMol25 structures with the same formula, charge and spin: 249.79 kJ/mol

Positions of all 17 atoms, in Å:
C  -1.1549  -0.8453  0.6755
C  -1.9342  -0.4520  -0.3363
N  -2.7263  -1.2902  -1.0605
N  -0.4819  0.1690  1.5253
H  -0.8692  -1.8625  0.8753
H  -1.9726  0.5897  -0.6375
H  -3.0862  -0.8854  -1.9122
H  -2.3911  -2.2321  -1.2103
H  0.3697  0.5194  1.0616
H  -0.2265  -0.2011  2.4409
H  -1.0979  0.9680  1.6872
C  2.2018  1.2531  -0.2330
O  3.4435  0.8061  -0.7014
H  2.1997  1.5274  0.8276
H  1.9352  2.1443  -0.8041
H  1.4292  0.4812  -0.4256
H  3.9393  0.3885  0.0068

# 8
Entry from the Open Molecules 2025 dataset: a 2-piece molecular cluster, C3H11N2O overall at a distorted geometry (ωB97M-V/def2-TZVPD).

Summary:
charge: +1
E: -8309.66642 eV
Kohn-Sham gap: 9.94 eV
E_LUMO: -4.0 eV
energy above the lowest of the compared OMol25 structures with the same formula, charge and spin: 205.11 kJ/mol

Positions of all 17 atoms, in Å:
C  1.7763  2.5098  -0.3040
C  0.3853  2.0995  -0.3923
N  -1.2702  -1.1635  -0.8664
C  -0.8950  -0.0251  -0.2958
N  0.1888  0.5659  -0.6274
H  1.8344  2.6827  0.7763
H  2.0913  3.4799  -0.8501
H  2.4788  1.7285  -0.5426
H  -0.1616  2.5682  -1.1518
H  -0.0221  2.3173  0.6097
H  -2.1678  -1.6144  -0.6627
H  -0.7323  -1.3407  -1.8232
H  -1.5916  0.6709  0.2749
H  0.7635  0.2445  -1.4421
H  -0.6216  -4.1599  2.4377
H  -0.8044  -5.6966  2.5295
O  -1.2516  -4.8670  2.3301

# 9
Entry from the Open Molecules 2025 dataset: a 2-piece molecular cluster, C3H11N2O overall at a distorted geometry (ωB97M-V/def2-TZVPD).

Summary:
charge: +1
E: -8309.69289 eV
Kohn-Sham gap: 9.22 eV
E_LUMO: -3.1 eV
energy above the lowest of the compared OMol25 structures with the same formula, charge and spin: 202.56 kJ/mol

Positions of all 17 atoms, in Å:
C  0.1079  0.2988  2.0043
C  0.1696  -0.0125  0.5259
C  1.2708  0.1072  -0.1693
N  2.4547  0.1805  0.3625
N  -0.9991  -0.6786  -0.1206
H  -0.7885  0.8687  2.3541
H  0.9451  0.9631  2.2447
H  0.4706  -0.5555  2.5813
H  1.2404  0.2166  -1.2277
H  2.4703  0.0070  1.3254
H  3.2293  0.6498  -0.0963
H  -1.8961  -0.4122  0.3270
H  -0.8083  -1.6728  -0.0225
H  -1.2499  -0.3670  -1.0602
H  -2.9822  0.0086  -2.9610
H  -1.5526  0.4633  -3.4154
O  -2.0821  -0.0647  -2.6520

# 10
Entry from the Open Molecules 2025 dataset: a 2-piece molecular cluster, C3H11N2O overall at a distorted geometry (ωB97M-V/def2-TZVPD).

Summary:
charge: +1
E: -8309.65559 eV
Kohn-Sham gap: 11.69 eV
E_LUMO: -3.1 eV
energy above the lowest of the compared OMol25 structures with the same formula, charge and spin: 206.16 kJ/mol

Positions of all 17 atoms, in Å:
C  1.4670  -0.1126  1.2434
C  1.7825  -0.2707  -1.0810
C  -2.7083  -0.2771  0.2980
N  -1.6157  0.2121  -0.0863
N  1.4071  0.6095  0.0048
O  -3.9926  -0.1876  -0.1676
H  1.0143  -1.0658  1.2516
H  2.4865  -0.1816  1.5342
H  0.9586  0.4418  1.9923
H  0.9294  -1.0472  -1.2273
H  1.7505  0.2143  -2.1606
H  2.6993  -0.8992  -0.7897
H  -2.6861  -0.8561  1.2233
H  0.3154  0.8040  -0.0755
H  -1.6921  0.7742  -0.9579
H  1.9023  1.5287  -0.0032
H  -4.0182  0.3132  -0.9985

# 11
Entry from the Open Molecules 2025 dataset: a 2-piece molecular cluster, C3H11N2O overall at a distorted geometry (ωB97M-V/def2-TZVPD).

Summary:
charge: +1
E: -8310.61018 eV
Kohn-Sham gap: 11.50 eV
E_LUMO: -3.1 eV
energy above the lowest of the compared OMol25 structures with the same formula, charge and spin: 114.05 kJ/mol

Positions of all 17 atoms, in Å:
C  0.5681  1.3711  -0.7338
C  -1.2764  -0.2580  1.5367
C  0.5844  -0.0171  -1.3502
N  0.2784  -0.3254  -2.6244
N  0.1072  -0.7198  1.7852
O  1.0131  -0.8660  -0.5406
H  0.6866  1.2895  0.2544
H  -0.4280  1.9335  -0.9851
H  1.2700  1.9578  -1.2735
H  -1.4610  -0.3393  0.4386
H  -1.8780  -0.9341  2.1710
H  0.3072  -1.3260  -2.7648
H  0.1008  0.4085  -3.2404
H  0.0623  -1.6828  2.1212
H  0.6656  -0.2748  2.4982
H  0.6704  -0.9942  0.8757
H  -1.2706  0.7770  1.8318

# 12
Entry from the Open Molecules 2025 dataset: a 2-piece molecular cluster, C3H11N2O overall at a distorted geometry (ωB97M-V/def2-TZVPD).

Summary:
charge: +1
E: -8309.45476 eV
Kohn-Sham gap: 10.12 eV
E_LUMO: -4.3 eV
energy above the lowest of the compared OMol25 structures with the same formula, charge and spin: 225.53 kJ/mol

Positions of all 17 atoms, in Å:
C  0.9442  -2.0395  -0.4618
C  1.2121  -0.7272  -1.1282
N  1.2004  0.4797  -0.2664
C  0.0437  1.0816  -0.1929
N  -0.3235  1.9084  0.8004
H  0.1110  -2.5777  -0.9242
H  1.7550  -2.7317  -0.7830
H  0.7123  -1.9354  0.6018
H  2.1660  -0.6508  -1.6546
H  0.6982  -0.5386  -2.0927
H  2.0062  0.8843  0.1928
H  -0.8091  0.7634  -0.8256
H  -0.1294  2.8906  0.9395
H  -1.1520  1.5513  1.3675
H  -2.4977  -0.1674  1.6447
H  -3.3839  1.1033  1.5458
O  -2.5535  0.7057  1.2367